The following is a DFT calculation (ωB97M-V/def2-TZVPD) of the molecule C5H10N2O in a non-equilibrium geometry.

- SMILES string = [H]/N=C(N)\C(C)=C\CO
- HOMO level (eV) = -9.1498
- ΔE to the lowest compared entry with this formula, charge and spin (eV) = 1.186
- electronic energy (Ha) = -381.2418

Geometry as XYZ:
```
18
Properties=species:S:1:pos:R:3:forces:R:3
H -2.036343 -0.567560 -1.979575 -0.034 -0.189 0.249
N -2.369117 -0.965027 -1.098094 0.837 0.370 0.100
C -1.510356 -0.776767 -0.146297 -1.285 0.403 -2.261
N -1.866815 -1.307541 1.057518 0.227 0.065 1.249
C -0.230273 -0.017106 -0.345439 0.342 -0.512 1.541
C -0.220454 1.041593 -1.406333 0.018 0.176 -0.132
C 0.799519 -0.317601 0.470423 -0.431 -0.144 -0.968
C 2.168098 0.278582 0.442155 -0.018 -0.172 0.051
O 2.314209 1.137253 1.560524 0.186 0.234 0.546
H -1.648167 -0.728545 1.858532 0.090 -0.178 -0.035
H -2.843451 -1.585474 1.038863 0.280 -0.052 0.000
H -1.165235 1.596287 -1.406314 0.093 -0.212 -0.052
H -0.081748 0.591316 -2.394244 -0.059 0.135 0.009
H 0.569340 1.782342 -1.254126 -0.019 -0.274 0.021
H 0.678322 -1.111335 1.205349 -0.183 0.064 -0.045
H 2.373268 0.851906 -0.464678 -0.104 0.071 0.234
H 2.923784 -0.511391 0.503752 -0.039 -0.095 -0.179
H 2.145421 0.609069 2.357983 0.099 0.310 -0.327
```
Forces are in eV/Å.

Mulliken analysis output, partial charges in e: 0.246, -0.830, 0.549, -0.535, 0.735, -1.640, -0.412, -0.654, -0.507, 0.243, 0.302, 0.388, 0.365, 0.428, 0.412, 0.326, 0.262, 0.321